C16H16NO4 | ωB97M-V with the def2-TZVPD basis set

Calculated values
Energy (hartree): -974.9245
Total charge: -1
Kohn-Sham gap (eV): 5.24

Atoms and positions in Å:
1 C 5.76080 3.75530 -0.48955
2 O 5.10234 2.72821 0.28425
3 C 3.82646 2.38700 -0.03234
4 C 3.21970 1.38258 0.76843
5 C 1.92719 0.99348 0.51232
6 C 1.16107 1.57628 -0.53272
7 C -0.20693 1.15407 -0.74619
8 C -1.05724 1.71332 -1.65894
9 N -2.33623 1.19191 -1.85402
10 O -3.13024 1.69244 -2.69027
11 O -2.64383 0.19198 -1.15006
12 C 1.78881 2.57086 -1.33022
13 C 3.09631 2.97607 -1.09411
14 H 6.74395 3.82652 -0.02474
15 H 5.85805 3.46575 -1.54615
16 H 5.23271 4.71727 -0.41596
17 H 3.80587 0.94585 1.57351
18 H 1.44198 0.22439 1.11289
19 H -0.56673 0.32908 -0.10964
20 H -0.79142 2.57561 -2.26882
21 H 1.23415 3.02882 -2.14851
22 H 3.55873 3.74370 -1.71957
23 C -2.75292 -5.22531 0.23760
24 C -2.82045 -3.82437 0.79369
25 C -4.01925 -3.37786 1.36491
26 C -4.10961 -2.07294 1.86631
27 C -3.03153 -1.21264 1.81455
28 C -1.77295 -1.60201 1.19812
29 O -0.78797 -0.80681 1.07978
30 C -1.72590 -2.97750 0.73334
31 H -1.72404 -5.47873 -0.03657
32 H -3.11644 -5.96388 0.96410
33 H -3.37858 -5.32712 -0.66000
34 H -4.87403 -4.05620 1.39677
35 H -5.04474 -1.72750 2.30835
36 H -3.08198 -0.19622 2.20206
37 H -0.78510 -3.32140 0.29740

Cartesian forces, eV/Å:
-0.4 -0.6 0.4
0.4 0.5 -0.4
-1.0 -0.2 -0.3
0.8 0.9 -0.6
-0.9 0.0 -0.4
1.3 1.0 -0.2
-1.3 0.4 -1.1
2.4 0.6 0.7
-2.8 -2.4 0.7
1.6 -0.3 1.1
0.2 2.1 -1.7
-0.3 -0.6 0.6
0.5 -0.2 0.6
-0.1 0.1 -0.2
0.0 0.0 0.3
0.1 -0.3 0.0
-0.1 0.1 -0.1
0.0 0.1 -0.1
0.0 -0.1 -0.1
-0.4 -0.3 0.0
0.2 -0.1 0.2
-0.2 -0.3 0.2
0.0 -0.1 -0.1
-0.2 0.3 0.2
-0.2 0.0 0.0
0.2 -0.2 0.0
0.9 -0.1 -0.4
-1.1 -0.9 0.3
0.4 -0.1 0.4
0.0 0.7 0.1
-0.1 0.0 0.0
0.1 0.1 -0.1
0.1 0.0 0.1
0.1 0.2 0.0
0.1 -0.1 -0.1
-0.1 -0.1 -0.1
-0.2 0.1 0.0

C16H17BN6O3SSe3TaTe | ωB97M-V with the def2-TZVPD basis set

Calculated values
Energy (hartree): -9126.5327
Total charge: +1
Kohn-Sham gap (eV): 6.61

Atoms and positions in Å:
1 Ta 0.25016 0.39030 -0.09200
2 C 4.05875 -1.58687 -0.01364
3 C 3.07881 -0.79132 -0.58568
4 N 1.90873 -0.99114 0.04999
5 N 2.12924 -1.89240 1.02421
6 C 3.40786 -2.27081 1.00209
7 B 0.94435 -2.42646 1.84140
8 N 0.34385 -1.29112 2.68866
9 C -0.02979 -1.36930 3.97077
10 C -0.84979 -0.29671 4.25877
11 C -0.94483 0.39830 3.06090
12 N -0.21133 -0.19876 2.11612
13 N -0.15510 -2.79766 0.82856
14 C -0.73594 -3.97462 0.56353
15 C -1.74443 -3.76809 -0.35887
16 C -1.70822 -2.40007 -0.61134
17 N -0.75345 -1.82258 0.11756
18 H 5.09483 -1.64969 -0.29475
19 H 3.15609 -0.11387 -1.42026
20 H 3.77509 -3.00516 1.69925
21 H 1.27089 -3.34972 2.51343
22 H 0.30283 -2.18128 4.59585
23 H -1.32860 -0.05939 5.19194
24 H -1.51198 1.28807 2.85513
25 H -0.40873 -4.87973 1.04743
26 H -2.40766 -4.49933 -0.78535
27 H -2.34252 -1.81905 -1.26243
28 Se 1.99772 1.76032 1.29839
29 Se 0.33112 3.27040 1.96291
30 Te -1.32064 3.36131 0.10615
31 Se -2.12908 0.98045 -0.14517
32 C -4.35613 3.08455 -4.97995
33 C -3.05510 2.50995 -4.50632
34 C -2.87292 1.12758 -4.44407
35 C -1.71367 0.58452 -3.92334
36 C -0.71363 1.44145 -3.48267
37 C -0.84737 2.82067 -3.57340
38 C -2.01739 3.34508 -4.09132
39 S 0.64796 0.79827 -2.59042
40 O 1.87738 0.69923 -3.28559
41 O 0.19968 -0.46471 -1.94426
42 O 0.75743 1.71098 -1.37799
43 H -4.78728 2.48236 -5.77781
44 H -4.23509 4.10819 -5.32874
45 H -5.06675 3.09782 -4.15020
46 H -3.65254 0.46599 -4.79932
47 H -1.57844 -0.48794 -3.85860
48 H -0.04478 3.46977 -3.24712
49 H -2.12506 4.41987 -4.16298

Cartesian forces, eV/Å:
-1.3 -3.0 6.6
0.0 0.1 0.0
0.2 -0.2 0.0
0.4 0.1 0.0
0.2 -0.1 0.0
0.0 0.1 0.0
-0.3 0.2 0.0
0.2 -0.2 0.0
-0.1 0.2 0.2
0.0 -0.1 0.1
0.0 0.0 -0.1
-0.1 0.2 -0.2
0.0 -0.1 0.1
-0.1 0.0 -0.1
0.0 0.0 0.0
-0.1 0.0 0.0
0.3 0.7 -0.6
0.0 0.0 0.0
0.0 0.0 0.0
0.0 0.0 0.0
0.0 -0.1 0.1
0.0 0.0 -0.1
0.0 0.0 0.0
0.0 0.0 -0.1
0.0 0.0 0.0
0.0 0.0 0.0
0.1 0.0 0.0
0.1 0.2 -0.2
0.2 -0.1 0.4
-0.3 0.4 -0.2
-1.0 0.1 0.1
0.0 0.0 0.0
0.0 0.0 0.0
0.0 0.0 0.0
0.1 -0.1 0.0
0.0 -0.1 0.2
0.2 0.0 -0.1
0.0 -0.1 0.0
0.4 0.9 -3.4
-0.2 0.1 -0.2
0.1 -0.5 -0.6
1.1 1.3 -1.9
0.0 0.0 0.0
0.0 0.0 0.0
0.0 0.0 0.0
0.0 0.0 0.0
-0.1 0.0 0.0
-0.1 0.0 0.1
0.0 0.0 0.0

C16H17BrN2O3 | ωB97M-V with the def2-TZVPD basis set

Calculated values
Energy (hartree): -3529.1625
Kohn-Sham gap (eV): 9.34

Atoms and positions in Å:
1 C 5.41769 -0.34268 -1.05502
2 O 5.00317 0.44553 0.02866
3 C 3.80464 1.14342 -0.21257
4 C 3.27768 1.65941 1.12287
5 C 2.73530 0.51082 1.97707
6 N 1.50874 -0.02274 1.43377
7 C 1.40704 -1.26157 0.90582
8 O 2.31113 -2.08104 0.90307
9 C 0.09385 -1.59097 0.32503
10 C -1.03845 -0.86738 0.03371
11 C -1.97045 -1.76853 -0.53844
12 C -3.31204 -1.48544 -1.02901
13 O -3.97087 -2.27242 -1.67614
14 C -3.82848 -0.10942 -0.72242
15 C -4.14453 0.73241 -1.78379
16 C -4.62209 2.01041 -1.55761
17 C -4.80974 2.45846 -0.26024
18 C -4.52703 1.62641 0.80864
19 C -4.03675 0.35299 0.57129
20 Br -3.70055 -0.77682 2.07563
21 C -1.35261 -3.01307 -0.57621
22 N -0.12782 -2.88595 -0.05841
23 H 5.58698 0.26673 -1.95237
24 H 6.35108 -0.81455 -0.75594
25 H 4.67535 -1.11658 -1.28598
26 H 3.06213 0.47546 -0.67636
27 H 3.98710 1.98033 -0.90681
28 H 4.10061 2.13739 1.65321
29 H 2.49399 2.39914 0.94739
30 H 2.55670 0.85479 3.00056
31 H 3.46115 -0.30454 1.98984
32 H 0.71214 0.59164 1.39050
33 H -1.19491 0.18339 0.18342
34 H -4.00615 0.36512 -2.78961
35 H -4.85500 2.65315 -2.39261
36 H -5.18668 3.45277 -0.07537
37 H -4.68795 1.95798 1.82303
38 H -1.74901 -3.94273 -0.93251
39 H 0.57466 -3.60137 0.06389

Cartesian forces, eV/Å:
0.0 -0.1 -0.1
-0.1 0.1 0.3
-0.1 0.3 0.0
0.1 -0.5 -0.2
0.3 0.2 0.1
-0.1 0.2 0.0
-0.2 0.2 0.0
0.2 -0.2 0.0
-0.2 0.2 -0.1
0.3 -0.2 0.0
0.4 -0.5 -0.1
0.0 0.0 0.0
0.0 0.1 0.0
-0.3 0.1 0.1
0.0 0.0 0.1
0.0 0.0 -0.1
0.0 0.0 0.0
0.0 0.0 0.1
0.1 -0.2 0.1
-0.2 0.2 -0.1
-0.6 0.2 -0.2
0.4 -0.1 0.2
0.0 0.0 0.0
0.0 0.0 -0.1
0.0 0.0 0.0
0.1 0.1 0.0
0.0 -0.1 0.1
0.0 0.1 0.0
0.0 0.1 0.0
0.1 -0.1 -0.1
-0.1 0.1 0.1
0.0 -0.1 0.0
0.0 0.2 0.1
0.0 0.0 -0.1
0.0 0.1 -0.1
0.0 0.1 0.0
0.0 0.0 0.1
0.0 -0.2 -0.1
-0.1 0.1 0.0

C16H17BrN2O5S2 | ωB97M-V with the def2-TZVPD basis set

Calculated values
Energy (hartree): -4476.0193
Kohn-Sham gap (eV): 9.25

Atoms and positions in Å:
1 C -5.82190 -0.61438 1.44071
2 C -5.54946 0.81945 1.00846
3 O -4.15949 1.03441 0.76303
4 C -3.69656 0.66091 -0.43916
5 O -4.38731 0.18593 -1.30629
6 C -2.23863 0.89450 -0.57345
7 C -1.57714 0.34066 -1.66632
8 C -0.21360 0.49052 -1.81795
9 C 0.51032 1.20529 -0.86558
10 N 1.90225 1.33248 -0.90425
11 C 2.77785 0.65300 -1.69209
12 O 2.47688 -0.07663 -2.61198
13 C 4.22411 0.79366 -1.21992
14 N 4.51656 -0.29209 -0.30236
15 C 4.83052 -1.58058 -0.87362
16 S 3.70257 -0.28701 1.13546
17 O 4.40196 -1.14218 2.03790
18 O 3.48909 1.08865 1.49021
19 C 2.06261 -0.97843 0.92341
20 C 1.01905 -0.63075 1.72768
21 C -0.17920 -1.29449 1.39836
22 C -0.00919 -2.13788 0.34293
23 Br -1.32579 -3.18336 -0.46446
24 S 1.61667 -2.15003 -0.25364
25 C -0.15662 1.79557 0.20951
26 C -1.51781 1.63914 0.35777
27 H -5.23919 -0.85981 2.32555
28 H -5.55521 -1.29971 0.63986
29 H -6.87761 -0.73150 1.66725
30 H -6.11003 1.05132 0.09702
31 H -5.81087 1.52728 1.79801
32 H -2.15165 -0.22177 -2.38651
33 H 0.29383 0.04701 -2.65800
34 H 2.30207 1.81373 -0.10363
35 H 4.39460 1.73056 -0.68898
36 H 4.90242 0.71444 -2.07110
37 H 4.07501 -1.90769 -1.59468
38 H 4.89484 -2.28877 -0.05094
39 H 5.79916 -1.52523 -1.37199
40 H 1.12168 0.08280 2.52340
41 H -1.11614 -1.14917 1.90292
42 H 0.40991 2.36408 0.93282
43 H -2.03053 2.08608 1.19462

Cartesian forces, eV/Å:
0.2 0.3 -0.1
-0.5 -0.2 -0.1
0.3 0.1 0.1
0.0 0.0 -0.2
0.0 0.0 0.1
0.2 0.0 0.0
-0.2 0.1 0.3
0.1 0.0 -0.2
-0.3 -0.1 -0.1
-0.1 0.5 0.1
0.3 0.3 -0.1
0.0 -0.1 -0.2
-0.2 0.3 -0.1
-0.5 0.1 0.9
0.1 -0.5 -0.1
-0.1 -0.3 0.2
0.1 -0.2 -0.1
0.0 0.2 -0.1
0.5 0.1 -0.1
0.4 0.1 0.0
0.0 -0.4 -0.3
0.4 0.0 0.1
0.0 0.0 0.0
-0.5 0.0 0.3
0.1 0.0 -0.2
-0.1 -0.1 -0.1
0.0 0.0 0.1
0.0 -0.1 0.0
-0.1 0.0 0.0
0.1 0.0 0.2
0.0 -0.1 -0.1
0.0 0.0 -0.1
0.0 0.0 0.0
0.0 -0.1 -0.2
0.0 0.0 -0.2
-0.1 0.0 0.1
0.1 0.0 0.0
0.1 -0.2 -0.1
0.0 0.0 0.0
0.0 0.2 0.2
-0.2 0.0 0.1
0.1 0.1 0.1
0.0 0.0 0.1

C16H17BrO2S | ωB97M-V with the def2-TZVPD basis set

Calculated values
Energy (hartree): -3742.4462
Kohn-Sham gap (eV): 6.48

Atoms and positions in Å:
1 Br 0.18773 2.57630 -1.33538
2 C 0.29993 0.69845 -1.42705
3 S -0.99299 -0.08051 -0.58294
4 C -2.49785 0.89023 -0.75653
5 C -2.70892 1.92876 0.15132
6 C -3.75697 2.81993 -0.05025
7 C -4.63778 2.62854 -1.11985
8 C -4.42760 1.58169 -2.02318
9 C -3.35967 0.70126 -1.83799
10 O -1.21888 -1.34274 -1.26689
11 O -0.75439 -0.04717 0.84384
12 H 0.31113 0.38140 -2.47095
13 H -2.04611 2.04648 1.00438
14 H -3.88161 3.66068 0.63425
15 H -5.49198 3.29495 -1.24689
16 H -5.08469 1.45072 -2.88371
17 H -3.18205 -0.12847 -2.51996
18 C 2.84722 0.45528 -0.82332
19 C 2.10763 -0.78225 -0.46678
20 C 1.95272 -1.82101 -1.52006
21 C 2.02472 -1.13938 0.91553
22 C 1.46678 -2.38022 1.36008
23 C 1.43598 -2.72296 2.70696
24 C 1.92139 -1.83714 3.67505
25 C 2.43043 -0.59243 3.28079
26 C 2.50781 -0.26478 1.93257
27 H 2.33302 1.31660 -0.38130
28 H 3.88436 0.44258 -0.44460
29 H 2.85623 0.58270 -1.90994
30 H 1.45735 -2.73431 -1.18052
31 H 1.37094 -1.41732 -2.35171
32 H 2.93904 -2.10227 -1.92943
33 H 1.05370 -3.07373 0.62821
34 H 1.02922 -3.69630 2.99539
35 H 1.88872 -2.10753 4.72852
36 H 2.77593 0.12662 4.02796
37 H 2.95952 0.68740 1.64437

Cartesian forces, eV/Å:
0.6 0.3 0.2
-0.6 -1.3 0.2
-1.3 -0.1 0.2
0.0 0.2 -0.2
0.0 0.1 -0.1
-0.2 -0.2 -0.1
0.2 0.0 -0.1
0.0 0.0 0.2
0.2 0.2 0.1
0.3 0.1 0.3
0.3 -0.1 -0.2
0.0 0.0 0.2
0.0 0.0 -0.2
-0.1 -0.3 -0.2
0.3 -0.1 0.0
0.1 0.0 0.3
0.0 0.2 0.1
0.8 0.5 0.0
-0.6 0.9 -0.9
-0.1 -0.4 -0.5
-0.5 -0.6 1.9
0.3 0.6 -0.3
0.1 0.0 -0.1
-0.1 0.2 -0.4
0.0 -0.2 -0.1
-0.1 -0.1 -0.4
0.6 -0.1 -0.1
-0.1 -0.2 -0.1
0.1 0.1 0.2
0.1 0.3 -0.1
0.2 -0.2 0.1
-0.1 0.2 0.3
0.1 0.2 0.3
0.1 0.4 0.0
0.0 0.1 -0.2
-0.1 -0.3 -0.3
-0.3 -0.3 0.2

C16H17Cl2N7O5Rh | ωB97M-V with the def2-TZVPD basis set

Calculated values
Energy (hartree): -2410.0050
Total charge: +1
Kohn-Sham gap (eV): 6.09

Atoms and positions in Å:
1 Rh 0.35262 -0.49965 -0.27149
2 O -3.25634 -0.81345 2.47009
3 C -3.27259 0.50791 2.75589
4 C -4.25665 0.94202 3.64284
5 C -4.34862 2.27275 3.98539
6 C -3.46173 3.20867 3.45101
7 C -2.48804 2.78855 2.57708
8 C -2.36766 1.43730 2.21330
9 C -1.29978 1.04510 1.28811
10 O -1.17974 -0.24436 1.00398
11 N -0.49894 1.96039 0.80765
12 N 0.43131 1.43905 -0.07311
13 C 1.15714 2.23856 -0.77570
14 C 2.14167 1.82890 -1.74480
15 C 2.69087 2.84106 -2.54975
16 C 3.63687 2.56039 -3.50753
17 C 4.06737 1.24438 -3.66857
18 C 3.55540 0.22509 -2.89106
19 C 2.58430 0.48611 -1.92015
20 O 2.16541 -0.52590 -1.16715
21 H -2.56254 -0.95730 1.80527
22 H -4.94101 0.20574 4.04176
23 H -5.12102 2.59152 4.67306
24 H -3.53921 4.25284 3.71879
25 H -1.79128 3.49581 2.15074
26 H 0.98009 3.29989 -0.62677
27 H 2.35053 3.85987 -2.40856
28 H 4.04261 3.35116 -4.12187
29 H 4.81593 1.01153 -4.41496
30 H 3.90104 -0.79328 -3.01250
31 N 1.52670 -1.06355 1.26742
32 N 1.21686 -2.36926 1.69719
33 C 0.30450 -3.09481 0.99644
34 N -0.11580 -4.22763 1.52807
35 N -0.06647 -2.55113 -0.16732
36 N -1.27605 -3.00675 -0.73257
37 O -1.89403 -2.16640 -1.31902
38 O -1.57330 -4.17758 -0.61535
39 H 2.44583 -1.03043 0.79753
40 H 1.48860 -0.41116 2.05065
41 H 1.63875 -2.69626 2.55102
42 H 0.12106 -4.48392 2.47149
43 H -0.72638 -4.81367 0.97501
44 Cl -0.15711 -0.37874 -3.19398
45 C 0.61146 -1.85054 -3.84814
46 Cl -0.34056 -3.31120 -3.65211
47 H 1.55787 -1.96448 -3.33131
48 H 0.75005 -1.66319 -4.90596

Cartesian forces, eV/Å:
0.7 -0.4 0.2
0.0 0.0 0.0
0.0 0.0 0.0
0.0 0.0 0.0
0.0 0.0 0.0
0.0 0.0 0.0
0.0 0.0 0.0
-0.1 0.0 0.1
0.2 0.2 0.0
-0.1 0.1 -0.4
-0.2 -0.2 0.2
0.1 0.0 -0.2
0.0 -0.1 0.0
0.1 -0.2 -0.1
0.0 -0.1 0.0
0.0 0.1 0.0
0.0 0.0 0.0
0.0 0.1 0.0
0.0 0.5 0.2
-0.4 -0.6 -0.2
0.0 0.0 0.0
0.0 0.0 0.0
0.0 0.0 0.0
0.0 0.0 0.0
0.0 0.0 0.0
0.0 0.0 0.0
0.0 0.0 0.0
0.0 0.0 0.0
0.0 0.0 0.0
0.0 0.0 0.0
0.0 0.4 -0.3
-0.1 0.1 -0.2
0.0 0.1 0.0
0.1 -0.1 0.0
0.2 -0.1 0.3
0.0 0.0 0.1
-0.1 0.1 0.0
0.0 -0.1 0.0
-0.1 0.0 0.1
-0.1 -0.1 0.0
0.0 -0.1 0.0
0.0 0.0 0.0
0.0 0.0 0.0
-0.4 0.1 0.3
0.3 0.1 0.0
0.0 0.0 -0.1
0.0 0.0 0.0
0.0 0.0 0.0